{
  "formula": "C19H31F5N3O5STi",
  "method": "ωB97M-V with the def2-TZVPD basis set",
  "total_energy_ev": -82446.2614,
  "lumo_ev": [-2.226, -2.254],
  "relative_energy_kj_mol": 88.5,
  "total_charge": 1,
  "orbital_gap_ev": [6.884, 6.795],
  "max_force_ha_per_bohr": 0.059,
  "symbols": ["Ti", "C", "O", "C", "C", "O", "C", "C", "O", "C", "H", "H", "H", "H", "H", "H", "H", "H", "H", "H", "H", "H", "H", "H", "C", "C", "C", "C", "N", "C", "S", "N", "C", "H", "H", "H", "H", "H", "H", "H", "H", "O", "C", "O", "C", "N", "C", "C", "C", "H", "H", "H", "H", "H", "H", "H", "H", "H", "F", "C", "F", "C", "F", "F", "F"],
  "positions_angstrom": [[-0.122, -0.631, -0.463], [0.156, -3.024, -2.611], [-0.017, -2.581, -1.271], [-0.553, -3.617, -0.466], [-0.500, -3.101, 0.965], [-1.112, -1.821, 1.041], [-2.546, -1.870, 0.984], [-3.082, -0.717, 1.828], [-2.457, 0.470, 1.374], [-3.233, 1.646, 1.567], [0.912, -3.816, -2.644], [0.484, -2.173, -3.207], [-0.789, -3.402, -3.015], [0.050, -4.531, -0.565], [-1.588, -3.835, -0.779], [0.550, -2.947, 1.255], [-0.977, -3.798, 1.663], [-2.908, -2.818, 1.399], [-2.899, -1.756, -0.047], [-2.844, -0.886, 2.890], [-4.168, -0.654, 1.711], [-3.406, 1.825, 2.634], [-4.191, 1.575, 1.051], [-2.664, 2.466, 1.131], [3.280, 2.737, -2.398], [3.028, 1.289, -2.203], [3.351, 0.299, -3.088], [3.047, -1.044, -2.745], [2.420, -1.348, -1.627], [2.117, -0.393, -0.734], [1.942, -0.868, 0.926], [2.481, 0.927, -1.014], [3.494, -2.170, -3.615], [3.585, 2.948, -3.416], [4.068, 3.069, -1.722], [2.382, 3.305, -2.161], [3.835, 0.526, -4.021], [2.316, 1.663, -0.337], [4.126, -1.806, -4.420], [2.647, -2.697, -4.048], [4.051, -2.882, -3.011], [0.717, 3.141, -0.041], [0.352, 2.159, 0.578], [-0.146, 1.088, 0.100], [0.585, 2.090, 2.124], [-0.028, 0.850, 2.666], [-0.353, 1.079, 4.097], [-0.062, 2.564, 4.356], [-0.042, 3.194, 2.963], [1.666, 2.062, 2.304], [0.612, 0.057, 2.450], [-0.895, 0.666, 2.099], [0.255, 0.434, 4.727], [-1.400, 0.842, 4.271], [0.914, 2.683, 4.824], [-0.805, 3.016, 5.005], [0.544, 4.108, 2.922], [-1.048, 3.427, 2.614], [-2.130, -1.367, -2.411], [-1.479, -0.246, -1.907], [-0.482, 0.048, -2.870], [-2.498, 0.870, -1.943], [-2.006, 2.000, -1.416], [-2.996, 1.171, -3.138], [-3.543, 0.501, -1.165]],
  "lowdin_charge": [0.883, -0.055, -0.313, -0.141, -0.173, -0.256, -0.123, -0.148, -0.268, -0.054, 0.111, 0.086, 0.112, 0.154, 0.148, 0.080, 0.146, 0.147, 0.129, 0.137, 0.145, 0.102, 0.103, 0.095, 0.007, -0.256, 0.025, -0.298, 0.072, -0.818, 0.761, 0.102, -0.009, 0.091, 0.102, 0.088, 0.116, 0.118, 0.083, 0.074, 0.096, 0.116, -0.551, -0.175, -0.169, 0.054, -0.090, -0.132, -0.104, 0.169, 0.055, 0.118, 0.133, 0.121, 0.122, 0.121, 0.135, 0.118, 0.025, -0.381, 0.024, -0.578, 0.153, 0.183, 0.133]
}